1.
Here is an isolated molecule of C10H11N3O2 at a distorted geometry from the OMol25 dataset. Energies are from ωB97M-V with the def2-TZVPD basis set.

Geometry as XYZ:
```
26
Properties=species:S:1:pos:R:3
O -1.89184 2.34030 -0.80437
N -1.65514 1.58105 0.17341
O -1.97170 1.84116 1.34803
C -1.04714 0.23833 -0.06401
C -1.81612 -0.40817 -1.23030
C -1.65673 -1.81194 -0.90459
N -1.81489 -1.93028 0.54917
C -1.11854 -0.69185 1.13326
N 0.31015 -1.01029 1.44673
C 1.28801 -0.14428 0.88955
C 2.65785 -0.01923 1.09968
C 3.38248 0.73064 0.16037
C 2.81298 1.49467 -0.85510
C 1.44988 1.51869 -0.94873
C 0.72962 0.67852 -0.06946
H -1.37792 -0.04073 -2.19305
H -2.83003 -0.03346 -1.15993
H -2.52156 -2.27936 -1.28625
H -0.67659 -2.22487 -1.14689
H -2.86435 -2.00280 0.76867
H -1.64514 -0.37484 2.00854
H 0.37230 -1.74750 2.17179
H 3.17224 -0.73035 1.69816
H 4.46370 0.71482 0.19494
H 3.38207 2.13014 -1.45383
H 0.86642 2.18162 -1.52577
```

**ΔE to the lowest compared entry with this formula, charge and spin**: 4.819 eV
**HOMO energy**: -0.305 Eh
**Max |F|**: 0.081 Eh/bohr
**SMILES**: O=[N+]([O-])[C@]12CCN[C@H]1Nc1ccccc12
**LUMO**: 0.13 eV

The Mulliken scheme yields these atomic charges, measured in e: -0.60 1.03 -0.64 1.02 -0.70 -0.69 -0.51 -0.92 -0.18 0.05 -0.90 -0.27 -0.76 -0.37 0.38 0.28 0.42 0.47 0.31 0.33 0.36 0.25 0.38 0.35 0.44 0.46

***

2.
Here is an isolated molecule of Br6HNSi2 at a distorted geometry from the OMol25 dataset. Energies are from ωB97M-V with the def2-TZVPD basis set.

Geometry as XYZ:
```
10
Properties=species:S:1:pos:R:3
Br 3.18924 -0.14766 0.39107
Si 1.63229 1.39322 0.03750
Br 1.45685 2.96070 1.70752
Br 2.36211 2.47950 -1.78580
N 0.07537 0.64102 -0.14849
Si -1.54110 1.31328 -0.05180
Br -1.63794 2.85698 -1.58913
Br -2.18275 2.52834 1.76250
Br -3.24510 -0.10465 -0.44295
H 0.28853 -0.08577 -0.76400
```

**ΔE to the lowest compared entry with this formula, charge and spin**: 0.247 eV
**HOMO energy**: -0.388 Eh
**Max |F|**: 0.049 Eh/bohr
**SMILES**: Br[Si](Br)(Br)N[Si](Br)(Br)Br
**LUMO**: -0.32 eV

The Mulliken scheme yields these atomic charges, measured in e: -0.21 0.53 -0.21 -0.19 -0.08 0.50 -0.17 -0.19 -0.23 0.24

***

3.
Here is C6H15BiClI2N2O2P as an isolated structure at a distorted geometry from the OMol25 dataset. Energies are from ωB97M-V with the def2-TZVPD basis set.

Geometry as XYZ:
```
30
Properties=species:S:1:pos:R:3
I -0.79792 -5.86033 2.70829
I -3.24610 -4.83977 3.11305
Bi 0.01059 0.01408 0.01799
P -0.62850 -0.70294 -2.09150
C -1.34161 -2.38401 -2.24083
C -1.88789 0.36594 -2.88323
H 1.18472 0.28735 -3.32499
H 0.37609 -0.97509 -4.30991
H 1.49963 -1.42862 -2.99379
C 0.73869 -0.71047 -3.31063
H -1.51021 1.39167 -2.88176
H -2.09322 0.04187 -3.90920
H -1.60484 -2.60878 -3.27957
H -2.23589 -2.45507 -1.61557
H -2.80934 0.33204 -2.29582
H -0.61537 -3.11882 -1.88280
C -0.49020 -1.53954 0.82428
O -0.81236 -2.53819 1.34279
Cl 0.66568 2.05065 -1.03833
C 1.29053 3.84826 2.17969
N 1.58334 2.67887 3.02533
C 1.29660 1.40167 2.62975
N 1.58255 0.31166 3.41979
O 0.79223 1.26417 1.52259
H 0.82629 3.56843 1.22134
H 2.22040 4.41065 1.94789
H 0.58837 4.53805 2.69449
H 2.01971 2.86549 3.93999
H 1.37877 -0.64748 3.12409
H 2.01925 0.43830 4.34657
```

**ΔE to the lowest compared entry with this formula, charge and spin**: 6.101 eV
**HOMO energy**: -0.498 Eh
**Max |F|**: 0.237 Eh/bohr
**Net charge**: +2
**LUMO**: -9.99 eV

The Mulliken scheme yields these atomic charges, measured in e: -0.02 0.01 1.93 0.35 -1.18 -1.11 0.39 0.43 0.38 -1.10 0.39 0.43 0.40 0.41 0.38 0.41 -0.25 -0.28 -0.28 -0.64 -0.22 0.79 -0.33 -0.60 0.13 0.31 0.31 0.23 0.12 0.22

***

4.
Here is C23H34FeGeIN2O2 as an isolated structure from the OMol25 dataset. Energies are from ωB97M-V with the def2-TZVPD basis set.

Geometry as XYZ:
```
64
Properties=species:S:1:pos:R:3
Fe 1.25484 -0.39049 0.61725
C 0.57453 2.70101 -2.70458
C 1.20917 1.40205 -3.09428
N 1.66681 1.26451 -4.31394
C 2.26023 0.11857 -4.68092
C 2.44572 -0.94369 -3.83398
C 3.14615 -2.17976 -4.34580
O 2.38697 -3.37379 -4.17926
C 1.96147 -0.83454 -2.50172
C 2.13898 -1.97015 -1.63486
N 1.65845 -2.15563 -0.44328
C 1.84067 -3.43124 0.17319
C 2.38236 -4.53729 -0.48564
C 2.56235 -5.74218 0.17117
C 2.18920 -5.88876 1.49782
C 1.59385 -4.82628 2.15360
C 1.41566 -3.62444 1.48973
I 0.31512 -2.13297 2.48303
C 1.31966 0.36073 -2.12650
O 0.83460 0.59294 -0.93049
H 0.58344 3.36930 -3.56104
H 1.12279 3.16207 -1.88033
H -0.45587 2.56332 -2.37027
H 2.60172 0.06791 -5.70812
H 4.08172 -2.34489 -3.80728
H 3.40951 -2.02872 -5.39432
H 1.66025 -3.37345 -4.81097
H 2.71975 -2.76604 -2.07790
H 2.65316 -4.48873 -1.53077
H 2.99096 -6.57632 -0.36690
H 2.33466 -6.82806 2.01229
H 1.26116 -4.93649 3.17684
C -2.46707 3.16557 3.57532
C -1.54493 4.24777 3.02747
C -0.99779 3.95013 1.63678
C -0.02432 2.75867 1.55384
Ge -0.90129 1.02854 1.43144
C -2.09065 0.64913 -0.07184
C -3.52442 1.13576 0.18257
C -4.25205 0.36072 1.27592
C -5.67932 0.85018 1.47900
H -2.97785 3.50217 4.47673
H -1.92043 2.25981 3.84549
H -3.23951 2.89806 2.84616
H -0.71334 4.41285 3.71786
H -2.09012 5.19246 2.97913
H -0.46510 4.82940 1.26766
H -1.83540 3.80742 0.94473
H 0.67739 2.74102 2.38807
H 0.56134 2.83682 0.63574
H -1.31426 0.35571 2.74962
H -2.08524 -0.42884 -0.25050
H -1.64428 1.12587 -0.94236
H -4.08384 1.04425 -0.75279
H -3.53106 2.20384 0.42387
H -3.70413 0.43896 2.22156
H -4.25587 -0.70211 1.01528
H -5.69472 1.90730 1.75129
H -6.18181 0.29485 2.26968
H -6.26388 0.73520 0.56523
C 2.78292 0.45498 1.58714
H 2.63672 0.95060 2.54514
H 3.24685 1.16141 0.89457
H 3.45744 -0.39697 1.73842
```

**ΔE to the lowest compared entry with this formula, charge and spin**: 0.638 eV
**HOMO energy (alpha / beta)**: -0.401 / -0.412 Eh
**Max |F|**: 0.006 Eh/bohr
**<S²>**: 6.164
**Spin multiplicity**: 5
**Net charge**: +1
**LUMO (alpha / beta)**: -4.33 / -4.01 eV

The Mulliken scheme yields these atomic charges, measured in e: -0.10 -0.97 0.45 -0.63 -1.02 0.74 -0.94 -0.49 -0.70 0.86 -0.03 0.82 -0.71 -0.86 -0.63 -0.59 0.32 0.21 0.32 0.37 0.39 0.25 0.24 0.36 0.34 0.42 0.32 0.15 0.42 0.41 0.40 0.40 -0.66 -0.64 -0.59 -0.57 0.38 -0.47 -0.69 -0.20 -1.40 0.46 0.10 0.09 0.32 0.37 0.43 0.27 0.50 0.22 -0.08 0.49 -0.01 0.51 0.15 0.26 0.42 0.31 0.38 0.35 -1.16 0.36 0.27 0.32

***

5.
Here is an isolated molecule of C6H8O2 at a distorted geometry from the OMol25 dataset. Energies are from ωB97M-V with the def2-TZVPD basis set.

Geometry as XYZ:
```
16
Properties=species:S:1:pos:R:3
O -2.51066 -1.29837 0.19115
C -1.52070 -0.71528 0.02970
C -0.19831 -1.54322 -0.00084
C 1.06829 -0.74926 -0.33176
C 1.17873 0.60568 0.40761
C -0.03553 1.51259 -0.01563
C -1.42710 0.83046 0.00137
O -2.42619 1.49232 -0.12090
H -0.44567 -2.33769 -0.76337
H -0.26188 -2.07247 1.01721
H 1.08685 -0.49364 -1.42152
H 2.08189 -1.27627 -0.06099
H 1.23446 0.58499 1.53240
H 2.08309 1.20933 0.11985
H -0.03074 2.43217 0.47737
H 0.12347 1.81865 -1.06166
```

**ΔE to the lowest compared entry with this formula, charge and spin**: 1.129 eV
**HOMO energy**: -0.344 Eh
**Max |F|**: 0.084 Eh/bohr
**SMILES**: O=C1CCCCC1=O
**LUMO**: -0.25 eV

The Mulliken scheme yields these atomic charges, measured in e: -0.46 0.36 -0.43 -0.47 -0.64 -0.62 0.41 -0.51 0.30 0.25 0.26 0.25 0.33 0.31 0.41 0.27